{
  "formula": "C3H2O2Sm",
  "method": "the ωB97M-V functional and the def2-TZVPD basis",
  "species": ["O", "C", "C", "H", "H", "C", "O", "Sm"],
  "positions_angstrom": [[1.1450, -0.8357, -2.8343], [0.9978, -2.4569, -3.3595], [0.1413, -1.7188, -3.9050], [1.4131, -3.3044, -2.8322], [-0.8234, -1.3772, -4.2538], [0.5705, 0.1808, -0.8455], [-0.2143, 0.0631, -0.0029], [-2.0071, -0.5666, 1.5484]],
  "forces_ev_per_a": [[-1.93, -3.71, -2.10], [0.03, 1.95, 1.35], [0.78, 1.30, 1.80], [0.24, 0.22, -0.63], [0.58, -0.08, -0.43], [0.92, 0.89, -0.08], [-0.73, -0.68, 0.12], [0.12, 0.11, -0.03]],
  "total_charge": 2,
  "homo_lumo_gap_ev": [4.7829, 5.0045],
  "multiplicity": 7,
  "e_tot_ha": -923.0647,
  "relative_energy_kj_mol": 88.1,
  "largest_force_ev_per_a": 4.684,
  "lumo_ev": [-10.388, -10.174]
}


{
  "formula": "C28H73K2N3O11",
  "method": "the ωB97M-V functional and the def2-TZVPD basis",
  "species": ["K", "K", "C", "C", "O", "H", "H", "H", "H", "H", "C", "C", "O", "H", "H", "H", "H", "H", "C", "O", "C", "C", "N", "C", "C", "O", "C", "H", "H", "H", "H", "H", "H", "H", "H", "H", "H", "H", "H", "H", "H", "H", "C", "O", "C", "C", "N", "C", "C", "O", "C", "H", "H", "H", "H", "H", "H", "H", "H", "H", "H", "H", "H", "H", "H", "H", "C", "O", "C", "C", "N", "C", "C", "O", "C", "H", "H", "H", "H", "H", "H", "H", "H", "H", "H", "H", "H", "H", "H", "H", "C", "C", "O", "H", "H", "H", "H", "H", "H", "C", "C", "O", "H", "H", "H", "H", "H", "H", "C", "C", "O", "H", "H", "H", "H", "H", "H"],
  "positions_angstrom": [[0.1745, 0.0999, 0.1830], [-0.1132, 4.3779, 0.3532], [-3.4131, 2.3776, -0.1076], [-2.8135, 1.4994, 1.0216], [-1.6587, 1.9551, 1.6392], [-3.1262, 3.4267, -0.0353], [-4.4967, 2.2795, -0.1718], [-2.9869, 2.0382, -1.0516], [-2.8584, 0.4272, 0.8304], [-3.5108, 1.5479, 1.8580], [4.6012, 2.8123, 0.8440], [3.1689, 2.5839, 1.1917], [2.2520, 2.7333, 0.1262], [5.2688, 2.3320, 1.5593], [4.8654, 3.8663, 0.7576], [4.6963, 2.2416, -0.0797], [2.9120, 3.3187, 1.9547], [2.8837, 1.7078, 1.7741], [-5.1692, 4.4443, 2.1247], [-4.7091, 4.0078, 3.3746], [-5.0208, 4.9578, 4.4538], [-4.1617, 4.4803, 5.7068], [-2.7383, 4.6070, 5.3976], [-1.9336, 4.1167, 6.5186], [-0.4227, 4.0628, 5.9876], [-0.2876, 3.4452, 4.7960], [1.0278, 3.5298, 4.2622], [-6.1406, 4.9202, 2.2588], [-5.2392, 3.6105, 1.4260], [-4.5905, 5.2277, 1.6353], [-6.0876, 5.1069, 4.6206], [-4.6079, 5.9396, 4.2219], [-4.5432, 3.5120, 6.0305], [-4.3256, 5.1084, 6.5824], [-2.4648, 5.5592, 5.2012], [-2.1426, 3.0563, 6.6604], [-2.0806, 4.6464, 7.4598], [0.2378, 3.4910, 6.6395], [0.0638, 5.0281, 5.8479], [0.7872, 3.4325, 3.2036], [1.5683, 2.6173, 4.5142], [1.5565, 4.4768, 4.3710], [0.5852, -2.6923, -2.2996], [-0.2646, -1.6360, -1.9513], [-1.5366, -1.6495, -2.6765], [-1.4748, -0.7724, -3.8580], [-1.0099, 0.5924, -3.4383], [-1.0242, 1.5128, -4.6305], [-0.8774, 3.0027, -4.0709], [-0.5607, 3.9676, -5.0742], [-0.1546, 5.2119, -4.6277], [1.4233, -2.7079, -1.6029], [0.8857, -2.6171, -3.3446], [0.0591, -3.6467, -2.2739], [-2.3356, -1.1897, -2.0948], [-1.9240, -2.5896, -3.0693], [-2.5016, -0.7290, -4.2211], [-0.9025, -1.0387, -4.7467], [-0.0136, 0.5861, -3.2725], [-1.9298, 1.5643, -5.2350], [-0.0981, 1.3592, -5.1845], [-0.1343, 2.9282, -3.2769], [-1.8227, 3.3046, -3.6200], [-1.0044, 5.8840, -4.5090], [0.3593, 5.6086, -5.5032], [0.4711, 5.2900, -3.7386], [4.1280, -1.2891, -0.7215], [4.1774, -2.6243, -1.2317], [4.4357, -2.9549, -2.5790], [4.4658, -4.4312, -2.9128], [3.2105, -5.1249, -2.6722], [3.2276, -6.6055, -3.0279], [1.9427, -7.4501, -2.7975], [1.5282, -7.3506, -1.4686], [2.4502, -8.0283, -0.6386], [3.4192, -1.2998, 0.1065], [3.8536, -0.5015, -1.4233], [5.1238, -1.0300, -0.3617], [5.3824, -2.4523, -2.7772], [3.6645, -2.5188, -3.2139], [5.1654, -4.9077, -2.2260], [4.8347, -4.4403, -3.9384], [2.7697, -4.9414, -1.7821], [4.1429, -7.1741, -2.8637], [3.3089, -6.5836, -4.1146], [2.0545, -8.4754, -3.1502], [1.1017, -6.9780, -3.3053], [2.4487, -9.0901, -0.8851], [2.1072, -7.9406, 0.3923], [3.4414, -7.5885, -0.7486], [-4.3024, -3.0762, 3.6579], [-3.8568, -1.7598, 2.9578], [-2.4279, -1.6130, 3.0885], [-4.3967, -3.8232, 2.8697], [-5.3255, -2.9714, 4.0189], [-3.6132, -3.3841, 4.4441], [-4.2931, -0.8696, 3.4109], [-4.0782, -2.0012, 1.9182], [-2.4770, -0.9180, 3.7489], [-0.6481, -4.2351, 0.9697], [0.4620, -3.4148, 1.6018], [0.0337, -2.1601, 2.1199], [-0.2006, -5.1443, 0.5682], [-1.0037, -3.5934, 0.1636], [-1.5542, -4.3327, 1.5676], [1.2668, -3.2517, 0.8850], [0.7856, -4.0491, 2.4271], [-0.8217, -2.3084, 2.5296], [2.9612, 0.5586, -4.3896], [2.9185, 1.5755, -3.2680], [1.8732, 1.2253, -2.3875], [3.9041, 0.0148, -4.3323], [2.8586, 0.9682, -5.3945], [2.1941, -0.2112, -4.3064], [2.8113, 2.5760, -3.6871], [3.8937, 1.5657, -2.7812], [2.0163, 1.8607, -1.6821]],
  "forces_ev_per_a": [[-0.20, 0.56, 0.39], [0.21, -1.14, 0.36], [0.86, -1.06, -0.46], [-0.30, 1.76, 2.43], [1.27, -0.08, -1.99], [-0.13, 0.08, 0.51], [-0.07, 0.06, -0.05], [-0.05, -0.01, -0.41], [0.36, -0.64, -1.03], [-1.23, -0.01, 0.16], [0.32, -1.31, -0.26], [-2.68, 1.30, 0.16], [0.00, -0.07, -0.32], [0.12, 0.12, 0.23], [-0.11, -0.12, -0.32], [0.61, 0.40, -0.44], [-0.02, 0.78, 0.49], [0.86, -1.08, -0.14], [-0.73, 0.33, 0.03], [-0.45, 1.05, 1.28], [2.34, -1.13, 0.18], [-1.03, 1.46, -1.12], [-0.26, -1.39, 0.82], [2.02, -0.77, -2.37], [-0.10, 0.79, 2.16], [-0.41, -0.55, -1.98], [-1.59, -1.04, -1.43], [-0.52, -0.20, -0.21], [0.00, -0.04, 0.32], [0.74, 0.09, 0.20], [-0.15, -0.51, 0.09], [0.01, 0.25, -0.45], [0.82, -0.47, -0.40], [-0.82, 0.47, 0.13], [-0.36, 0.20, -0.05], [-0.46, 0.01, 0.16], [0.31, 0.20, 0.18], [-0.15, 0.20, 1.22], [-0.37, 0.86, 0.66], [0.53, -0.11, -0.30], [0.56, 0.35, 0.37], [0.00, 0.01, 0.67], [-0.20, -0.59, -0.55], [-1.96, -0.13, 0.01], [0.72, 0.34, 0.03], [0.59, 2.43, -0.74], [-1.30, 0.42, -1.85], [0.57, 2.30, 1.49], [-0.55, -0.86, -0.13], [0.24, -2.09, 0.36], [-0.24, 1.14, -1.07], [0.11, 0.05, -0.26], [0.58, 0.25, -0.06], [-0.06, -0.25, 0.44], [0.39, -0.21, 0.77], [0.59, -0.78, 0.73], [-0.19, 0.42, -0.04], [0.39, -0.88, 0.12], [0.22, -0.58, 0.75], [0.09, -0.86, -0.03], [-0.29, -0.19, -0.75], [0.40, 0.37, 0.02], [-0.22, -0.15, 0.27], [-0.35, 0.06, 0.41], [0.46, 0.34, 0.29], [0.18, -0.56, 0.08], [0.60, -0.46, -0.56], [-1.07, -1.19, 0.98], [-0.27, 1.66, 0.09], [0.22, -0.08, 2.11], [-1.14, -1.77, -1.05], [-0.23, 1.00, -1.96], [0.08, 2.37, 0.10], [0.06, -0.68, 0.94], [-0.51, 0.12, 0.44], [0.10, 0.06, -0.01], [-0.35, -0.24, -0.38], [0.05, 0.09, 0.26], [0.34, -0.37, -0.79], [-0.17, 0.34, -0.21], [0.96, 0.02, -0.31], [-0.31, -0.58, -0.12], [0.45, 0.00, 0.18], [0.31, 0.19, 1.25], [-0.22, 0.06, -0.47], [0.25, -0.16, 0.06], [0.20, -0.07, -0.56], [0.28, -0.18, -0.10], [0.07, 0.15, -0.03], [0.15, -0.19, 0.17], [-0.51, 0.65, -0.56], [0.39, -2.15, 0.31], [-1.06, 0.47, 0.35], [0.41, -0.38, 0.27], [0.04, 0.04, 0.40], [-0.17, 0.01, -0.03], [-0.49, -0.09, -0.63], [-0.17, 1.22, -0.17], [1.46, 0.26, 0.04], [-0.02, 1.57, -1.10], [-0.59, -0.67, 1.10], [0.68, -0.24, -0.89], [-0.51, -0.20, 0.09], [-0.10, -0.31, -0.66], [0.39, -0.59, 0.52], [0.08, 0.02, 0.13], [0.82, 0.19, 0.20], [-0.49, 0.40, 0.26], [0.35, -0.64, -0.50], [0.18, -0.48, -0.93], [0.17, 0.20, -0.39], [0.07, -0.06, -0.28], [0.11, 0.19, 0.06], [-0.24, 0.12, 0.29], [-0.32, 0.24, 0.11], [-0.03, 0.06, 0.44], [-0.23, 0.47, 1.77]],
  "homo_lumo_gap_ev": 5.7967,
  "e_tot_ha": -3302.0723,
  "largest_force_ev_per_a": 3.211,
  "lumo_ev": -0.252
}


{
  "formula": "C3H4AlO3",
  "method": "the ωB97M-V functional and the def2-TZVPD basis",
  "species": ["H", "Al", "O", "C", "C", "O", "O", "C", "H", "H", "H"],
  "positions_angstrom": [[-2.1124, -1.7834, -1.7189], [-1.0168, -0.7089, -1.6181], [1.8846, 0.9523, -0.0321], [0.8974, 1.3582, -0.7125], [0.5329, -0.5163, 1.1398], [0.6096, 0.8704, -1.8344], [-0.2091, 1.4016, 0.1230], [-0.5829, 0.1173, 0.5767], [0.6406, -1.6029, 1.1123], [0.9735, -0.1044, 2.0519], [-1.6176, 0.0162, 0.9123]],
  "forces_ev_per_a": [[-0.11, -0.15, -0.67], [2.31, 2.64, 1.83], [0.05, 1.52, -1.17], [0.96, -6.50, 4.04], [-0.62, -0.81, 1.71], [-1.81, -0.12, -2.66], [-3.28, 1.62, 0.81], [1.62, 1.27, -2.67], [-0.16, 0.16, -0.07], [0.93, 0.70, -1.06], [0.11, -0.33, -0.09]],
  "total_charge": 1,
  "homo_lumo_gap_ev": 7.5849,
  "e_tot_ha": -584.3999,
  "relative_energy_kj_mol": 494.0,
  "largest_force_ev_per_a": 7.717,
  "lumo_ev": -6.652
}